Version one
{
  "formula": "C23H40N4O2S2SiTi",
  "method": "ωB97M-V with the def2-TZVPD basis set",
  "elements": ["Ti", "C", "Si", "C", "C", "C", "C", "C", "C", "N", "C", "S", "H", "H", "H", "H", "H", "H", "H", "H", "H", "H", "H", "H", "O", "C", "C", "C", "C", "C", "C", "N", "H", "H", "H", "H", "H", "H", "H", "N", "C", "O", "C", "C", "H", "H", "H", "H", "H", "H", "C", "S", "C", "H", "H", "H", "H", "H", "H", "C", "C", "C", "C", "N", "H", "H", "H", "H", "H", "H", "H", "H", "H"],
  "xyz": [[-0.248, -0.726, 0.096], [4.136, 4.780, -0.142], [2.650, 4.472, -1.246], [3.044, 5.275, -2.908], [1.101, 5.300, -0.608], [2.346, 2.646, -1.599], [2.501, 2.158, -2.879], [2.168, 0.838, -3.188], [1.580, 0.093, -2.201], [1.383, 0.528, -0.940], [1.852, 1.757, -0.598], [1.870, 2.263, 1.054], [4.335, 5.853, -0.070], [5.026, 4.298, -0.554], [3.964, 4.383, 0.858], [3.195, 6.348, -2.760], [2.219, 5.151, -3.613], [3.953, 4.876, -3.365], [1.228, 6.387, -0.618], [0.864, 4.984, 0.407], [0.257, 5.044, -1.255], [2.873, 2.808, -3.663], [2.296, 0.428, -4.180], [1.205, -0.900, -2.396], [1.082, -0.475, 1.839], [0.359, -0.541, 3.070], [-0.659, -1.622, 2.927], [-1.072, -2.402, 3.967], [-2.121, -3.328, 3.797], [-2.727, -3.356, 2.523], [-2.257, -2.574, 1.510], [-1.170, -1.725, 1.640], [1.444, 0.462, 1.711], [-0.125, 0.431, 3.234], [1.038, -0.739, 3.903], [-0.589, -2.279, 4.930], [-2.466, -3.952, 4.609], [-3.579, -3.997, 2.328], [-2.718, -2.576, 0.534], [-1.559, 1.076, -2.665], [-1.407, 2.283, -2.069], [-1.290, 3.320, -2.715], [-1.433, 2.297, -0.554], [-1.562, 0.976, 0.202], [-1.426, 1.050, -3.662], [-1.447, 0.220, -2.122], [-2.245, 2.991, -0.303], [-0.521, 2.818, -0.253], [-2.564, 0.549, 0.061], [-1.494, 1.209, 1.275], [3.687, -1.416, 0.285], [2.310, -2.555, 0.061], [2.841, -3.274, -1.503], [4.619, -1.966, 0.414], [3.479, -0.825, 1.174], [3.763, -0.743, -0.569], [2.926, -2.504, -2.272], [2.096, -4.005, -1.811], [3.802, -3.776, -1.385], [-1.080, -4.034, -1.585], [-1.299, -2.631, -2.166], [-2.792, -2.437, -2.471], [-0.516, -2.517, -3.482], [-0.861, -1.631, -1.228], [-1.377, -4.807, -2.301], [-1.654, -4.165, -0.668], [-0.027, -4.173, -1.334], [-3.151, -3.192, -3.177], [-2.969, -1.448, -2.899], [-3.378, -2.512, -1.555], [-0.892, -3.230, -4.221], [0.543, -2.727, -3.318], [-0.606, -1.510, -3.897]],
  "total_charge": -1,
  "multiplicity": 2,
  "e_homo_ev": [-2.19, -4.91],
  "s_squared": 0.770
}

=====

Version two
{
  "formula": "C23H40N4O2S2SiTi",
  "method": "ωB97M-V with the def2-TZVPD basis set",
  "elements": ["Ti", "C", "Si", "C", "C", "C", "C", "C", "C", "N", "C", "S", "H", "H", "H", "H", "H", "H", "H", "H", "H", "H", "H", "H", "O", "C", "C", "C", "C", "C", "C", "N", "H", "H", "H", "H", "H", "H", "H", "N", "C", "O", "C", "C", "H", "H", "H", "H", "H", "H", "C", "S", "C", "H", "H", "H", "H", "H", "H", "C", "C", "C", "C", "N", "H", "H", "H", "H", "H", "H", "H", "H", "H"],
  "xyz": [[-0.250, 0.218, 1.094], [4.253, -3.279, -2.734], [3.977, -1.439, -2.709], [4.305, -0.781, -4.432], [5.191, -0.615, -1.584], [2.170, -1.074, -2.363], [1.325, -0.817, -3.419], [-0.017, -0.468, -3.215], [-0.424, -0.293, -1.922], [0.371, -0.542, -0.859], [1.620, -1.026, -1.053], [2.492, -1.592, 0.339], [5.265, -3.527, -3.075], [3.534, -3.760, -3.405], [4.113, -3.691, -1.730], [5.378, -0.832, -4.647], [3.992, 0.265, -4.511], [3.784, -1.353, -5.208], [6.168, -0.603, -2.080], [5.269, -1.134, -0.628], [4.884, 0.417, -1.381], [1.709, -0.854, -4.434], [-0.692, -0.263, -4.035], [-1.411, 0.080, -1.688], [-0.266, -2.000, 1.336], [-0.522, -2.368, 2.707], [-1.501, -1.398, 3.272], [-2.444, -1.751, 4.186], [-3.317, -0.786, 4.738], [-3.123, 0.546, 4.303], [-2.185, 0.850, 3.366], [-1.352, -0.105, 2.767], [0.723, -2.003, 1.136], [0.431, -2.349, 3.244], [-0.921, -3.379, 2.747], [-2.508, -2.794, 4.483], [-4.072, -1.048, 5.466], [-3.730, 1.352, 4.699], [-2.041, 1.861, 3.021], [2.012, 3.686, 0.491], [2.488, 2.398, 0.334], [2.772, 1.969, -0.771], [2.636, 1.607, 1.608], [1.306, 1.146, 2.262], [1.646, 4.086, -0.361], [1.438, 3.837, 1.307], [3.208, 2.230, 2.306], [3.246, 0.747, 1.343], [0.848, 1.989, 2.786], [1.587, 0.423, 3.036], [-2.525, -3.084, -0.746], [-3.335, -1.711, 0.089], [-5.043, -2.200, -0.145], [-2.789, -4.031, -0.269], [-1.450, -2.931, -0.643], [-2.791, -3.120, -1.804], [-5.297, -2.270, -1.205], [-5.668, -1.436, 0.317], [-5.243, -3.156, 0.342], [-3.310, 2.253, -0.048], [-1.844, 2.692, -0.001], [-1.731, 3.911, 0.915], [-1.383, 3.084, -1.409], [-1.022, 1.612, 0.502], [-3.917, 2.976, -0.606], [-3.721, 2.158, 0.962], [-3.391, 1.277, -0.533], [-2.493, 4.656, 0.662], [-0.751, 4.385, 0.820], [-1.867, 3.616, 1.957], [-1.784, 4.062, -1.695], [-1.719, 2.356, -2.153], [-0.291, 3.119, -1.444]],
  "total_charge": -1,
  "multiplicity": 2,
  "e_homo_ev": [-2.03, -4.71],
  "s_squared": 0.769
}

=====

The data favor version one; the next most stable structure lies 0.762 eV above it.

=====

Version one
{
  "formula": "C6H8O2",
  "method": "ωB97M-V with the def2-TZVPD basis set",
  "elements": ["O", "C", "O", "C", "C", "C", "C", "C", "H", "H", "H", "H", "H", "H", "H", "H"],
  "xyz": [[-1.661, 1.285, 0.477], [-2.284, 0.262, -0.018], [-1.770, -0.900, -0.314], [-0.276, -1.079, -0.221], [0.446, -0.852, 1.091], [1.459, -0.020, 0.127], [0.833, 1.314, -0.214], [0.346, 0.058, -0.916], [-3.202, 0.268, -0.520], [-0.150, -2.075, -0.887], [0.899, -1.774, 1.684], [0.023, -0.167, 1.872], [2.403, -0.329, -0.475], [1.690, 2.187, -0.551], [0.435, 1.941, 0.751], [0.808, -0.121, -1.886]],
  "multiplicity": 1,
  "smiles": "O=CO[C@@H]1C[C@@H]2C[C@@H]21",
  "e_homo_ev": -9.60
}

=====

Version two
{
  "formula": "C6H8O2",
  "method": "ωB97M-V with the def2-TZVPD basis set",
  "elements": ["C", "C", "C", "C", "C", "C", "H", "H", "H", "H", "H", "H", "H", "H", "O", "O"],
  "xyz": [[1.517, -0.820, -0.581], [0.355, -1.174, 0.456], [-0.420, 0.108, 1.068], [0.128, 0.795, -0.775], [-1.258, 1.445, -0.714], [-1.638, 0.871, 0.441], [1.635, -1.682, -1.228], [2.478, -0.626, -0.092], [-0.352, -1.877, 0.015], [0.858, -1.619, 1.356], [-0.507, 0.037, 2.137], [-0.344, -0.148, -0.890], [-1.714, 2.229, -1.376], [-2.600, 0.974, 0.981], [0.555, 1.039, 0.619], [1.307, 0.448, -1.417]],
  "multiplicity": 1,
  "e_homo_ev": -9.07
}

=====

Version three
{
  "formula": "C6H8O2",
  "method": "ωB97M-V with the def2-TZVPD basis set",
  "elements": ["C", "C", "C", "C", "O", "O", "C", "C", "H", "H", "H", "H", "H", "H", "H", "H"],
  "xyz": [[1.334, 1.447, 0.013], [0.145, 0.480, 0.134], [-1.216, 1.059, 0.078], [-1.925, -0.041, -0.028], [-3.262, -0.341, 0.173], [-1.245, -1.146, -0.030], [0.149, -0.826, -0.082], [1.222, -1.858, 0.067], [1.407, 2.574, 0.502], [2.121, 1.019, 0.780], [1.831, 1.528, -1.097], [-1.559, 2.027, -0.201], [-3.706, 0.485, -0.530], [1.206, -2.751, -0.706], [1.321, -2.322, 1.208], [2.177, -1.335, -0.280]],
  "multiplicity": 1,
  "smiles": "Cc1cc(O)oc1C",
  "e_homo_ev": -8.33
}

=====

The data favor version three; the next most stable structure lies 1.717 eV above it.

=====

Version one
{
  "formula": "C6H8O2",
  "method": "ωB97M-V with the def2-TZVPD basis set",
  "elements": ["C", "C", "O", "C", "C", "C", "C", "O", "H", "H", "H", "H", "H", "H", "H", "H"],
  "xyz": [[1.801, 0.902, -1.800], [0.859, 1.862, -1.472], [-0.039, 1.818, -0.465], [-0.323, 0.747, 0.222], [-0.144, -0.512, -0.210], [-0.689, -1.607, 0.642], [-1.086, -1.253, 2.019], [-1.097, -2.636, 0.074], [1.851, 0.005, -1.250], [2.444, 1.119, -2.666], [0.678, 2.761, -1.986], [-0.672, 0.975, 1.195], [0.102, -0.929, -1.181], [-1.663, -0.284, 1.722], [-1.708, -2.037, 2.408], [-0.313, -0.931, 2.748]],
  "multiplicity": 1,
  "smiles": "C=CO/C=C/C(C)=O",
  "e_homo_ev": -9.09
}

=====

Version two
{
  "formula": "C6H8O2",
  "method": "ωB97M-V with the def2-TZVPD basis set",
  "elements": ["C", "C", "C", "C", "C", "C", "O", "O", "H", "H", "H", "H", "H", "H", "H", "H"],
  "xyz": [[2.061, 1.236, 0.040], [1.216, 0.215, -0.067], [0.864, -0.882, -0.986], [0.281, -0.859, 0.413], [-1.221, -0.665, 0.722], [-2.045, 0.420, -0.063], [-3.116, 0.050, -0.602], [-1.526, 1.717, -0.080], [2.670, 1.372, -0.992], [2.432, 1.939, 0.878], [0.072, -0.481, -1.636], [1.408, -1.730, -1.226], [0.619, -1.660, 1.110], [-1.449, -0.562, 1.876], [-1.583, -1.722, 0.295], [-0.683, 1.611, 0.318]],
  "multiplicity": 1,
  "smiles": "C=C1C[C@@H]1CC(=O)O",
  "e_homo_ev": -10.22
}

=====

Version three
{
  "formula": "C6H8O2",
  "method": "ωB97M-V with the def2-TZVPD basis set",
  "elements": ["C", "C", "C", "C", "C", "C", "O", "O", "H", "H", "H", "H", "H", "H", "H", "H"],
  "xyz": [[1.426, -1.118, 1.353], [1.069, -0.187, 0.463], [1.596, 0.629, -0.623], [0.144, 0.799, -0.054], [-1.069, 0.473, -0.944], [-2.200, -0.132, -0.126], [-3.317, 0.373, -0.168], [-1.819, -1.085, 0.726], [0.750, -1.506, 2.111], [2.470, -1.491, 1.317], [2.299, 1.337, -0.294], [1.621, 0.242, -1.665], [0.037, 1.770, 0.536], [-0.766, -0.251, -1.718], [-1.393, 1.378, -1.451], [-0.849, -1.232, 0.538]],
  "multiplicity": 1,
  "smiles": "C=C1C[C@H]1CC(=O)O",
  "e_homo_ev": -10.07
}

=====

Version four
{
  "formula": "C6H8O2",
  "method": "ωB97M-V with the def2-TZVPD basis set",
  "elements": ["C", "C", "C", "C", "O", "C", "C", "O", "H", "H", "H", "H", "H", "H", "H", "H"],
  "xyz": [[0.657, -0.456, 1.174], [-0.061, -0.028, 0.006], [-1.191, 0.891, -0.060], [-2.377, 0.398, -0.746], [-2.349, 0.532, 0.768], [1.177, 0.223, -1.001], [2.112, -0.764, -0.682], [1.919, -0.880, 0.815], [0.281, -0.608, 2.143], [-0.811, 2.134, 0.021], [-3.061, 0.965, -1.271], [-2.410, -0.683, -0.741], [0.816, 0.266, -2.176], [1.740, 1.173, -0.663], [1.767, -1.656, -1.207], [3.218, -0.387, -0.925]],
  "multiplicity": 1,
  "smiles": "C1=C([C@H]2CO2)CCO1",
  "e_homo_ev": -8.34
}

=====

The data favor version three; the next most stable structure lies 0.888 eV above it.

=====

Version one
{
  "formula": "C6H8O2",
  "method": "ωB97M-V with the def2-TZVPD basis set",
  "elements": ["C", "C", "C", "C", "C", "C", "H", "H", "H", "H", "H", "H", "H", "H", "O", "O"],
  "xyz": [[-2.461, 1.065, -1.075], [-1.208, 0.270, -0.760], [-0.242, -0.548, -1.102], [1.100, -0.497, 0.686], [2.194, -1.101, 1.341], [0.112, 0.210, 1.159], [-3.486, 0.669, -0.795], [-2.496, 1.100, -2.263], [-2.334, 2.247, -0.400], [-0.661, -1.531, -2.020], [2.494, -2.218, 0.991], [2.525, -1.060, 2.439], [2.980, -0.514, 0.745], [0.203, 0.344, 2.204], [1.251, -0.514, -0.764], [-0.775, 1.085, 0.464]],
  "multiplicity": 1,
  "e_homo_ev": -8.59
}

=====

Version two
{
  "formula": "C6H8O2",
  "method": "ωB97M-V with the def2-TZVPD basis set",
  "elements": ["C", "C", "C", "O", "C", "C", "O", "C", "H", "H", "H", "H", "H", "H", "H", "H"],
  "xyz": [[0.484, 1.970, -0.320], [0.534, 0.408, 0.005], [1.762, -0.192, 0.187], [1.918, -1.378, -0.053], [-0.424, 0.081, 1.149], [-1.416, -0.407, 0.139], [-2.665, -0.391, -0.042], [-0.348, -0.539, -1.022], [1.168, 2.217, -1.178], [0.717, 2.589, 0.562], [-0.564, 2.145, -0.587], [2.624, 0.463, 0.609], [0.057, -0.749, 1.770], [-0.857, 0.873, 1.886], [-0.780, 0.179, -1.861], [0.058, -1.495, -1.269]],
  "multiplicity": 1,
  "smiles": "CC1(C=O)CC(=O)C1",
  "e_homo_ev": -9.78
}

=====

Version three
{
  "formula": "C6H8O2",
  "method": "ωB97M-V with the def2-TZVPD basis set",
  "elements": ["C", "C", "C", "C", "C", "O", "C", "O", "H", "H", "H", "H", "H", "H", "H", "H"],
  "xyz": [[-1.944, -1.427, 0.385], [-1.124, -1.088, -0.611], [-0.283, 0.100, -0.666], [0.786, 0.166, -1.547], [-0.289, 0.982, 0.481], [-1.156, 1.621, 0.995], [1.246, 0.975, 1.256], [2.273, 0.454, 0.572], [-2.069, -0.815, 1.267], [-2.544, -2.322, 0.323], [-1.056, -1.724, -1.488], [0.746, -0.461, -2.427], [1.178, 1.144, -1.801], [1.376, 2.054, 1.414], [1.006, 0.462, 2.201], [1.853, -0.119, -0.354]],
  "multiplicity": 1,
  "smiles": "C=CC(=C)C(=O)CO",
  "e_homo_ev": -9.26
}

=====

The data favor version two; the next most stable structure lies 0.759 eV above it.